# 1
The following is a quantum chemistry calculation of a gas-phase ion, C7H10N (charge +1), from the Open Molecules 2025 dataset.

The total energy is -327.00609 Eh. For the highest occupied orbital energy, the calculation gives -13.6 eV. Its charge is +1. Its multiplicity is 1. The calculation puts the relative energy (zero: lowest compared OMol25 entry of this formula, charge and spin) at 5.304 eV. As for the frontier orbital gap: 7.64 eV.

Each atom is followed by the atoms it is bonded to, with distances in Å.
Element x y z (Å)
1 C 2.4988 1.0197 -0.3602  C6 1.380, N8 1.289, H9 1.150
2 C -0.8404 -0.8731 -0.4844  C4 1.562, C5 1.474, H10 1.131, H11 1.108
3 C 1.3892 -1.2689 0.7600  C4 1.532, C6 1.506, H12 1.141, H13 1.072
4 C 0.7167 -0.9444 -0.5780  C2 1.562, C3 1.532, C6 1.442, H14 1.169
5 C -1.3879 0.2334 0.3215  C2 1.474, C7 1.399, H15 1.090
6 C 1.6313 0.0089 0.0002  C1 1.380, C3 1.506, C4 1.442, N8 1.505
7 C -2.3563 1.2173 0.0977  C5 1.399, H16 1.106, H17 1.111, H18 1.060
8 N 1.3946 1.4910 0.1094  C1 1.289, C6 1.505
9 H 3.4986 1.3809 -0.7988  C1 1.150
10 H -1.3583 -1.1146 -1.4608  C2 1.131
11 H -1.0546 -1.6713 0.2536  C2 1.108
12 H 0.8938 -1.3154 1.7869  C3 1.141
13 H 2.2613 -1.8664 0.5801  C3 1.072
14 H 0.9218 -1.4960 -1.5885  C4 1.169
15 H -0.7754 0.4983 1.1832  C5 1.090
16 H -2.9313 1.2022 -0.8471  C7 1.106
17 H -1.5607 1.9926 0.0914  C7 1.111
18 H -2.9414 1.5054 0.9336  C7 1.060

# 2
The following is a quantum chemistry calculation of a gas-phase ion, C7H10N (charge +1), from the Open Molecules 2025 dataset.

The total energy is -327.03777 Eh. For the highest occupied orbital energy, the calculation gives -15.1 eV. Its SMILES is C[C@@]12C[C@@H]1C1=[N+](C1)C2. Its charge is +1. Its multiplicity is 1. The calculation puts the relative energy (zero: lowest compared OMol25 entry of this formula, charge and spin) at 4.442 eV. As for the frontier orbital gap: 9.39 eV.

Each atom is followed by the atoms it is bonded to, with distances in Å.
Element x y z (Å)
1 C 0.8940 -1.0438 -0.9970  C2 1.391, C3 1.444, N8 1.358
2 C 1.0921 -0.4687 0.2540  C1 1.391, C5 1.636, C7 1.519, H17 1.112
3 C 0.0194 -1.9565 -1.6946  C1 1.444, N8 1.539, H9 1.178, H10 1.137
4 C -0.6625 0.4723 -1.0639  C5 1.756, N8 1.483, H11 1.161, H12 1.149
5 C -0.0842 0.6187 0.5875  C2 1.636, C4 1.756, C6 1.546, C7 1.456
6 C -0.9822 0.6844 1.8437  C5 1.546, H13 1.072, H14 1.087, H15 1.127
7 C 1.3132 1.0160 0.4875  C2 1.519, C5 1.456, H16 1.033, H18 1.083
8 N 0.1190 -0.4393 -1.9339  C1 1.358, C3 1.539, C4 1.483
9 H 0.3930 -2.5810 -2.6216  C3 1.178
10 H -0.7650 -2.4462 -1.0332  C3 1.137
11 H -1.8111 0.3257 -0.9768  C4 1.161
12 H -0.6733 1.5295 -1.5141  C4 1.149
13 H -0.7921 0.0291 2.6706  C6 1.072
14 H -2.0294 0.4522 1.6681  C6 1.087
15 H -0.8562 1.7661 2.1347  C6 1.127
16 H 1.5510 1.5810 -0.3443  C7 1.033
17 H 1.4757 -0.9689 1.1698  C2 1.112
18 H 1.7985 1.4295 1.3634  C7 1.083

# 3
The following is a quantum chemistry calculation of a gas-phase ion, C7H10N2O2S (charge -2), from the Open Molecules 2025 dataset.

The total energy is -930.78038 Eh. For the highest occupied orbital energy (alpha / beta), the calculation gives 1.9 / -0.8 eV. Its charge is -2. Its multiplicity is 3. As for the frontier orbital gap (alpha / beta): 3.90 / 6.55 eV. Its expectation value of S² is 2.012.

Each atom is followed by the atoms it is bonded to, with distances in Å.
Element x y z (Å)
1 C -2.4123 1.3620 1.7961  C2 1.416, N8 1.339, O10 1.266
2 C -1.3231 2.0051 2.4317  C1 1.416, S12 1.632
3 C -1.3662 -0.5516 0.5212  N8 1.405, N9 1.274, O11 1.294
4 C 1.9238 -0.9375 0.2887  C7 1.527, H13 1.043, H14 1.111, H15 1.067
5 C 0.4490 -1.3977 -1.6827  C7 1.538, H16 1.115, H17 1.065, H18 1.047
6 C 1.3830 0.9286 -1.3655  C7 1.561, H19 1.162, H20 1.164, H21 1.126
7 C 0.8607 -0.3483 -0.6360  C4 1.527, C5 1.538, C6 1.561, N9 1.517
8 N -2.3730 0.1735 1.1806  C1 1.339, C3 1.405, H22 1.026
9 N -0.3822 0.1316 0.0885  C3 1.274, C7 1.517
10 O -3.5733 1.7464 2.1246  C1 1.266
11 O -1.6337 -1.7987 0.3046  C3 1.294
12 S -0.4342 3.3484 2.1714  C2 1.632
13 H 2.8708 -0.8845 -0.1448  C4 1.043
14 H 1.9960 -0.2324 1.1446  C4 1.111
15 H 1.5207 -1.8645 0.6288  C4 1.067
16 H 1.1646 -2.2503 -1.7504  C5 1.115
17 H 0.2858 -0.9668 -2.6432  C5 1.065
18 H -0.4036 -1.7808 -1.2103  C5 1.047
19 H 0.8286 1.7740 -0.7922  C6 1.162
20 H 2.5277 1.0647 -1.2013  C6 1.164
21 H 1.3826 0.7601 -2.4788  C6 1.126
22 H -3.2917 -0.2811 1.2242  N8 1.026

# 4
The following is a quantum chemistry calculation of a single C7H10N2O3 molecule, from the Open Molecules 2025 dataset.

The total energy is -607.78302 Eh. For the highest occupied orbital energy, the calculation gives -10.1 eV. Its SMILES is Cc1noc(C(C)C)c1[N+](=O)[O-]. Its charge is 0. Its multiplicity is 1. The calculation puts the relative energy (zero: lowest compared OMol25 entry of this formula, charge and spin) at 5.835 eV. As for the frontier orbital gap: 9.83 eV.

Each atom is followed by the atoms it is bonded to, with distances in Å.
Element x y z (Å)
1 C 0.5738 -1.0434 0.9443  C2 1.436, C3 1.443, N9 1.496
2 C 1.2112 -2.1874 0.3547  C1 1.436, C4 1.526, N8 1.343
3 C 0.1178 -0.2215 -0.1501  C1 1.443, C7 1.536, O12 1.332
4 C 2.0525 -3.2767 1.0145  C2 1.526, H13 1.092, H14 1.039, H15 1.022
5 C -1.7471 1.2088 0.4194  C7 1.415, H16 1.085, H17 1.092, H18 1.147
6 C -0.3943 1.8313 -1.5346  C7 1.525, H19 1.090, H20 1.124, H21 1.113
7 C -0.4490 1.2058 -0.1444  C3 1.536, C5 1.415, C6 1.525, H22 1.047
8 N 1.0752 -2.0739 -0.9763  C2 1.343, O12 1.359
9 N 0.6587 -0.6910 2.3959  C1 1.496, O10 1.230, O11 1.212
10 O -0.1416 0.1363 2.8303  N9 1.230
11 O 1.5187 -1.2323 3.0557  N9 1.212
12 O 0.4372 -0.9045 -1.2478  C3 1.332, N8 1.359
13 H 2.5257 -3.7616 0.1576  C4 1.092
14 H 2.8202 -2.7993 1.5263  C4 1.039
15 H 1.6077 -3.8148 1.7608  C4 1.022
16 H -2.3449 0.5080 -0.1543  C5 1.085
17 H -2.2753 2.1497 0.2501  C5 1.092
18 H -1.5907 0.9001 1.5132  C5 1.147
19 H -1.3030 1.5833 -2.0830  C6 1.090
20 H 0.5194 1.6881 -2.1730  C6 1.124
21 H -0.4467 2.9088 -1.2614  C6 1.113
22 H 0.2968 1.7781 0.3160  C7 1.047